Entry 1:
Here is a structure of composition C24H16Co2NO6 at a distorted geometry from the Open Molecules 2025 dataset. Energies are from the ωB97M-V functional and the def2-TZVPD basis.

Positions of all 49 atoms, in Å:
O -2.2850 4.7876 4.1170
C -1.4821 3.9537 4.0542
Co -0.2071 2.7418 3.9246
C 0.1686 2.3455 5.5896
O 0.4636 2.0192 6.6634
C -1.0551 1.2699 3.4713
O -1.5393 0.2583 3.1936
C 1.3278 3.5719 3.1366
C 1.6756 2.2108 2.9739
C 2.2359 1.1267 3.6388
C 2.1715 -0.2770 3.2574
C 2.4432 -1.2682 4.2461
C 2.4546 -2.6227 3.9424
C 2.1815 -3.0394 2.6240
C 1.8908 -2.0862 1.6321
C 1.8706 -0.7237 1.9469
Co 1.0475 3.1042 1.4152
C 0.0116 4.5102 1.0953
O -0.6753 5.4265 0.9131
C 0.1663 1.9577 0.3426
O -0.4091 1.2018 -0.3290
C 2.4952 3.5259 0.4964
O 3.5105 3.7491 -0.0167
H 1.9053 4.4122 3.5195
H 2.7262 1.3056 4.6191
H 2.6737 -0.9328 5.2576
H 2.7004 -3.3584 4.7205
H 2.2177 -4.1088 2.3819
H 1.7079 -2.4226 0.6019
H 1.6726 0.0104 1.1641
C -1.2940 -0.1375 -6.4864
N -1.5811 -0.4896 -5.1109
C -1.7101 0.4117 -4.0772
C -1.9635 -0.2954 -2.9080
C -2.0241 -1.6977 -3.2327
C -1.7658 -1.7905 -4.6423
C -1.7138 -2.9833 -5.3458
C -1.9375 -4.1639 -4.6167
C -2.2085 -4.1069 -3.2290
C -2.2542 -2.8874 -2.5340
H -1.2149 -1.0407 -7.0961
H -2.0896 0.4972 -6.8971
H -0.3493 0.4172 -6.5493
H -1.6025 1.4780 -4.2588
H -2.0974 0.1208 -1.9205
H -1.5050 -2.9798 -6.4218
H -1.9031 -5.1251 -5.1252
H -2.3855 -5.0397 -2.6873
H -2.4656 -2.8363 -1.4545

Its maximum force is 3.7 eV/A. For the total energy, the calculation gives -4195.85390 Ha. The total charge is -1. As for the energy above the lowest of the compared OMol25 structures with the same formula, charge and spin: 1.003 eV. Its HOMO energy is -3.137 eV.

---

Entry 2:
Here is a structure of composition C32H47Cl8CuNO3 at a distorted geometry from the Open Molecules 2025 dataset. Energies are from the ωB97M-V functional and the def2-TZVPD basis.

Positions of all 92 atoms, in Å:
Cu -2.1657 -2.1875 -3.2566
C 3.3091 2.8044 -0.0487
C 2.4117 1.7558 -0.5868
C 2.9451 1.1080 -1.9335
C 2.0319 -0.0033 -2.4720
N 2.6927 -1.3742 -2.7297
C 4.0515 -1.2216 -3.5133
C 3.9174 -2.1040 -4.7943
C 2.4265 -2.1298 -5.0373
C 1.7419 -2.1793 -3.6802
C 2.9810 -2.2492 -1.5117
H 3.4307 3.6706 -0.6991
H 4.2382 2.3902 0.3431
H 2.8358 3.3109 0.7925
H 1.4326 2.1738 -0.8209
H 2.1692 0.9443 0.0993
H 3.8591 0.5625 -1.6988
H 3.2612 1.8654 -2.6508
H 1.7327 0.2968 -3.4763
H 1.1672 -0.2426 -1.8530
H 4.9131 -1.4116 -2.8732
H 4.1741 -0.1707 -3.7754
H 4.3695 -3.0737 -4.5857
H 4.3802 -1.7150 -5.7013
H 2.1414 -2.8941 -5.7602
H 2.0523 -1.1600 -5.3651
H 1.6964 -3.2105 -3.3302
H 0.7054 -1.8420 -3.6927
H 2.0535 -2.4928 -0.9936
H 3.4869 -1.6840 -0.7289
H 3.5395 -3.1420 -1.7930
C -0.7591 -1.7959 0.0860
O -1.1119 -2.0698 -1.2410
H -1.4094 -1.0877 0.5994
H -0.7242 -2.6755 0.7289
H 0.1419 -1.1874 0.1629
Cl -0.8947 3.1193 -1.8545
C -1.3994 1.7856 -0.8590
C -2.7402 1.2895 -1.2349
Cl -4.0692 2.3459 -0.7788
H -1.4409 2.1159 0.1790
H -0.6058 1.0412 -0.7940
H -2.8402 0.4367 -0.5635
H -2.8324 0.9496 -2.2664
Cl 0.7684 -7.7761 -0.2103
C 0.0923 -6.3997 -1.1006
C 1.0361 -5.2181 -1.3662
Cl 2.4064 -5.5502 -2.5440
H -0.7811 -6.0126 -0.5759
H -0.1441 -6.7948 -2.0886
H 1.5038 -4.8002 -0.4747
H 0.4717 -4.4195 -1.8476
Cl -5.0405 -4.9550 0.4797
C -5.1542 -3.9286 -0.9619
C -4.5550 -2.5196 -0.8356
Cl -5.5255 -1.6076 0.4090
H -6.2213 -3.8459 -1.1685
H -4.7629 -4.5166 -1.7920
H -4.5932 -2.0564 -1.8215
H -3.5119 -2.5641 -0.5226
Cl 0.5615 -4.5882 3.9192
C 1.0675 -3.1498 3.0236
C 2.2781 -2.5210 3.7282
Cl 2.4799 -1.1302 2.6619
H 0.2291 -2.4537 3.0495
H 1.4562 -3.4407 2.0477
H 3.2471 -3.0178 3.7765
H 2.1175 -2.3454 4.7919
C -2.6249 8.1278 3.4291
C -1.2949 8.1914 3.0439
C -0.4877 7.0500 2.9005
C -1.0829 5.7504 3.1418
C -2.4351 5.7049 3.5669
C -3.1830 6.8899 3.5971
C -3.1604 4.4184 3.6667
O -4.3827 4.4103 3.9666
C -2.3973 3.1643 3.2867
C -3.0492 1.9299 3.4206
C -2.4138 0.7260 3.1174
C -1.0600 0.7651 2.6353
C -0.3927 1.9654 2.4629
C -1.0146 3.1759 2.8131
C -0.2672 4.5018 2.7944
O 0.9723 4.5232 2.6209
H -3.1690 9.0566 3.5170
H -0.8326 9.1662 3.0932
H 0.5559 7.0761 2.6234
H -4.1905 6.8923 3.9861
H -4.0315 1.9457 3.8692
H -2.8127 -0.2649 3.2768
H -0.5799 -0.1915 2.4907
H 0.6116 1.9740 2.0657

Its maximum force is 3.4 eV/A. The spin multiplicity is 2. For the total energy, the calculation gives -6849.83660 Ha. Its HOMO energy (alpha / beta) is -5.617 / -7.574 eV.

---

Entry 3:
Here is a structure of composition C30H35Cl2N3OSe4TeTl at a distorted geometry from the Open Molecules 2025 dataset. Energies are from the ωB97M-V functional and the def2-TZVPD basis.

Positions of all 77 atoms, in Å:
Tl 3.1322 -1.0403 -0.8113
Se 4.4156 -3.4141 0.8913
Se 6.4566 -2.5816 1.4194
Se 7.4968 -1.7093 -0.5194
Se 6.1811 -0.1605 -1.5040
Cl 1.3993 -3.8668 -2.6637
C 0.9884 -2.9303 -4.1102
Cl 0.7811 -1.1917 -3.7743
H 0.0572 -3.3188 -4.5059
H 1.7954 -3.0428 -4.8248
C -6.2143 -1.9299 -3.4056
C -4.8339 -1.6785 -2.8673
C -4.0984 -0.5714 -3.2631
C -2.8350 -0.3004 -2.7467
C -2.0770 0.8906 -3.2517
C -2.3118 -1.1656 -1.7820
Te -0.3601 -1.0039 -0.8649
N 0.7336 0.6162 -1.0731
C 0.3539 1.9048 -0.9858
O -0.7984 2.3369 -0.8777
C 1.5037 2.8804 -1.0069
C 1.2916 4.1333 -0.4406
C 2.3318 5.0451 -0.3417
C 3.5986 4.7009 -0.7900
C 3.8084 3.4674 -1.3891
C 2.7602 2.5699 -1.5169
C -1.0575 -0.8822 1.1607
C -2.1423 -0.0980 1.5767
C -2.9192 0.7895 0.6488
C -2.5406 -0.1691 2.9102
C -1.9097 -0.9941 3.8264
C -2.3730 -1.0673 5.2544
C -0.8351 -1.7595 3.3896
C -0.3901 -1.7157 2.0769
C 0.7924 -2.5612 1.6836
C -3.0019 -2.3310 -1.4179
C -2.4422 -3.3511 -0.4576
C -4.2593 -2.5594 -1.9604
H -6.5222 -1.1322 -4.0790
H -6.9320 -1.9938 -2.5869
H -6.2529 -2.8739 -3.9511
H -4.5110 0.1048 -4.0028
H -2.7271 1.5452 -3.8305
H -1.2556 0.5783 -3.8980
H -1.6595 1.4671 -2.4274
H 0.2960 4.3809 -0.0952
H 2.1585 6.0226 0.0916
H 4.4215 5.3975 -0.6912
H 4.7903 3.2056 -1.7623
H 2.9238 1.6390 -2.0419
H -2.2568 1.3068 -0.0409
H -3.4758 1.5364 1.2140
H -3.6365 0.1999 0.0740
H -3.3845 0.4337 3.2257
H -3.2444 -0.4346 5.4129
H -1.5804 -0.7377 5.9277
H -2.6308 -2.0923 5.5232
H -0.3329 -2.4161 4.0914
H 1.0540 -3.2615 2.4747
H 1.6715 -1.9391 1.4957
H 0.5914 -3.1484 0.7846
H -1.3764 -3.5216 -0.6282
H -2.9557 -4.3034 -0.5786
H -2.5765 -3.0263 0.5761
H -4.8006 -3.4538 -1.6720
C 2.7508 3.3601 3.2339
N 3.3009 2.1958 2.5723
C 4.6255 1.8426 2.5072
C 4.6814 0.7098 1.7533
N 3.4163 0.3688 1.3451
C 2.6176 1.2819 1.8573
H 3.5326 3.8316 3.8239
H 1.9360 3.0667 3.8949
H 2.3751 4.0726 2.5014
H 5.3996 2.4136 2.9882
H 5.5447 0.1236 1.4945
H 1.5459 1.3093 1.7374

Its maximum force is 1.1 eV/A. The spin multiplicity is 2. For the total energy, the calculation gives -12370.29449 Ha. Its HOMO energy (alpha / beta) is -6.645 / -6.499 eV.

---

Entry 4:
Here is a structure of composition C22H38MoNO2P2Si at a distorted geometry from the Open Molecules 2025 dataset. Energies are from the ωB97M-V functional and the def2-TZVPD basis.

Positions of all 67 atoms, in Å:
C -1.1417 3.0017 -3.7175
C -1.1984 1.9190 -2.7941
N -0.0114 1.4983 -2.2110
C 1.1600 2.1354 -2.4571
C 1.2449 3.1809 -3.3780
C 0.0669 3.6088 -4.0161
C -2.4039 1.2118 -2.4961
P -2.3875 0.0521 -1.1459
Mo -0.0873 -0.1433 -0.8077
P 2.2124 0.0424 -0.8831
C 2.3622 1.7479 -1.6127
C -0.1553 -1.7356 0.5553
C -0.5386 -1.5209 1.9109
C -0.5830 -2.4677 2.8781
C -0.2011 -3.7768 2.5608
C 0.1983 -4.0645 1.2579
C 0.2275 -3.0651 0.2757
O -1.6364 -0.6549 -4.6137
O 1.0482 -0.9913 -4.4294
H -2.0714 3.3383 -4.1872
H 2.2083 3.6666 -3.5655
H 0.1006 4.4328 -4.7353
C -3.3390 0.6877 0.2950
C -3.3527 -1.4323 -1.6477
H 3.3034 1.8728 -2.1747
H 2.4071 2.4377 -0.7474
H -1.9467 -0.0214 -3.8995
H -3.3479 1.6376 -2.8588
C 3.1351 0.1082 0.6973
C 3.2046 -1.0369 -1.9761
H -1.0432 -0.4503 2.1551
H -0.8947 -2.2073 3.8964
H -0.2252 -4.5549 3.3305
H 0.4968 -5.0872 0.9884
H 0.5469 -3.3272 -0.7350
H -0.2997 -1.3958 -1.6760
H 1.0285 -1.9478 -4.6010
H 0.0886 -0.7410 -4.5505
H -1.9594 -0.2481 -5.4359
H 0.1754 -0.8663 -2.2214
H -4.3858 0.8957 0.0145
H -3.3174 -0.0611 1.1068
H -2.8619 1.6146 0.6506
H -4.4135 -1.1741 -1.8065
H -2.9305 -1.8185 -2.5891
H -3.2753 -2.2033 -0.8626
H 4.2556 -0.7036 -2.0281
H 3.1663 -2.0698 -1.5884
H 2.7352 -1.0068 -2.9750
H 4.1912 0.3950 0.5483
H 2.6416 0.8254 1.3721
H 3.0858 -0.8889 1.1661
C -1.1886 1.7127 4.5698
Si 0.2354 0.5674 4.1785
C 1.8045 1.5688 4.0720
C 0.4429 -0.6435 5.5937
C 0.0683 -0.1592 2.5094
C -0.0492 -0.1883 1.0775
H -0.9975 2.2167 5.5363
H -2.1226 1.1249 4.6369
H -1.2830 2.4681 3.7686
H 1.9791 2.0760 5.0396
H 2.6546 0.8994 3.8486
H 1.7019 2.3255 3.2731
H -0.4925 -1.1952 5.7895
H 1.2639 -1.3468 5.3617
H 0.7002 -0.0746 6.5085

Its maximum force is 7.8 eV/A. The spin multiplicity is 3. For the total energy, the calculation gives -2106.15767 Ha. The total charge is +1. Its HOMO energy (alpha / beta) is -9.655 / -9.638 eV.

---

Entry 5:
Here is a cluster of 2 separate species, C4H6N2O in total from the Open Molecules 2025 dataset. Energies are from the ωB97M-V functional and the def2-TZVPD basis.

Positions of all 13 atoms, in Å:
C 0.2454 -2.2765 -1.2033
O -0.7258 -1.9012 -0.2042
C -0.6208 -0.7136 0.2913
C -1.6376 -0.2597 1.3797
N -1.0937 0.9251 1.5570
C -0.0817 1.3478 0.5443
N 0.2562 0.1886 -0.0887
H 0.2428 -1.5399 -2.0079
H -0.0677 -3.2584 -1.5538
H 1.2368 -2.3171 -0.7487
H 2.1229 4.3640 -0.1260
H -1.5036 1.6198 2.1688
H 1.6267 3.8211 -0.0084

Its maximum force is 0.6 eV/A. For the total energy, the calculation gives -340.54725 Ha. As for the energy above the lowest of the compared OMol25 structures with the same formula, charge and spin: 6.739 eV. Its HOMO energy is -9.015 eV.

---

Question: Which of these has the lowest total energy?
Answer: C30H35Cl2N3OSe4TeTl